Here is 5 unconnected molecules or ions with the total composition C33H68BrN4O11S4 in a non-equilibrium geometry from the OMol25 dataset. Energies are from ωB97M-V/def2-TZVPD.

Output
HOMO-LUMO gap: 8.5 eV
Total charge: +1

Cartesian coordinates (Å):
O 0.13 -4.04 -5.41
O 2.12 0.47 0.97
H 1.86 0.75 -5.32
H -0.11 -1.54 -0.62
H -4.54 -1.94 -2.16
H -0.59 3.47 -3.11
H 8.15 -1.67 -2.25
C -1.39 -4.18 -3.05
H 2.95 -4.70 4.85
O -0.31 -0.86 2.28
C 2.38 0.55 -6.26
C -2.34 1.31 -0.86
H -3.43 2.19 0.93
H 1.40 -2.60 1.17
S 4.05 -2.66 5.40
H -3.11 6.82 1.86
H -3.25 -2.33 -3.38
O 3.27 -1.84 -5.48
C -3.80 -0.25 -3.49
O -5.74 -4.57 -0.44
H -0.86 5.31 2.28
H -2.09 -4.58 -3.87
H -4.25 0.61 -2.90
C 1.83 -3.19 0.30
H -2.45 5.42 4.21
C -1.22 3.09 -2.24
H 4.40 -4.45 3.84
C 0.72 -0.17 3.01
O -1.73 2.79 3.33
H -1.89 -4.94 -1.00
H 2.16 -4.22 0.69
H 2.67 -2.69 -0.26
H 3.40 0.93 -6.20
O -3.37 7.31 4.76
C 3.99 -4.37 4.85
H 5.78 -1.06 -2.66
C -3.89 -3.91 0.64
H 5.79 -2.00 -1.08
H 2.65 -1.12 2.31
H 6.35 -3.15 5.89
C 2.14 -0.10 2.30
C 3.34 -1.18 -8.06
O 5.46 0.13 -0.87
H -3.70 -5.01 0.37
C -3.33 7.85 2.15
C 3.47 0.84 0.55
C -1.48 1.61 -2.08
H 0.45 0.88 3.34
H 2.80 0.57 2.97
C -2.77 2.46 0.02
H 1.05 -3.24 -1.78
H -2.82 0.10 -3.96
N -2.55 3.85 -0.07
H -2.40 8.39 2.30
O -4.97 -3.44 -0.19
H 1.84 1.03 -7.08
C -2.87 -1.75 1.56
H 0.54 5.58 3.36
H -3.02 0.23 1.55
H -2.34 4.46 5.70
S -0.78 3.70 4.06
H -1.10 5.69 5.36
H -4.30 -3.95 1.73
C 4.25 -0.33 -0.19
H 6.10 -1.44 5.47
H 3.58 -0.77 -1.00
H -2.59 -1.92 2.66
H -4.02 -1.67 1.63
C -4.38 9.61 3.88
H -4.66 0.60 0.23
C -1.86 -2.74 -0.78
H 3.40 1.72 -0.19
N -0.46 -2.47 -0.41
S -4.28 7.82 3.69
H 8.07 0.10 -1.81
H -6.19 -4.34 -1.29
C -2.41 -1.34 -1.45
H -4.91 9.83 4.81
H -0.61 -5.02 -2.91
H -3.92 8.33 1.37
H -4.52 -0.54 -4.33
C -1.79 4.06 -1.24
H 3.51 -2.20 -8.40
C -1.76 4.95 4.91
H 6.13 -2.66 4.18
H -3.38 10.04 3.92
Br -1.39 -4.16 1.88
C -3.55 -1.58 -2.58
S 2.39 -1.24 -6.53
C 0.59 -3.43 -0.74
H 0.57 4.25 2.17
H 1.35 -2.91 -4.19
H 2.78 -0.63 -8.82
H -4.76 -0.96 -0.26
C -2.79 -0.18 -0.42
H -1.11 0.83 -2.81
N -2.41 -0.43 1.03
H 0.88 -0.76 3.98
H -1.51 -1.07 -2.13
H 8.03 -1.26 -0.48
C 7.68 -0.92 -1.52
C -1.04 0.03 1.42
C 5.84 -2.46 5.21
C -2.15 -4.03 -1.65
C -0.06 4.82 2.85
H -1.58 5.17 -1.45
H 4.61 -1.13 0.55
H -1.10 1.03 1.98
H -3.25 -4.18 -1.94
O -0.76 -2.98 -3.55
C -2.57 -3.04 0.68
H 4.57 -5.00 5.53
H 4.30 -0.69 -7.89
C 6.07 -1.00 -1.56
H 0.34 -4.54 -0.64
C 0.30 -3.30 -4.43
H -0.33 0.24 0.55
O 3.40 -1.82 4.35
N -4.28 -0.08 -0.43
H -4.94 10.03 3.04
H 4.12 1.20 1.41

Löwdin population analysis, charges in e, atoms 1 to 2: 0.06, -0.18